Version 1
Computed, not measured: a structure of composition ArH24O12, with ωB97M-V/def2-TZVPD.

Each line ends with the natural charge from an NBO analysis.
Geometry (Å):
Ar  3.95  -23.51  -6.77  0.00
O  5.38  -26.16  -4.71  -0.99
H  6.02  -25.50  -4.97  0.49
H  5.72  -26.52  -3.89  0.48
O  7.34  -24.39  -5.05  -0.93
H  7.00  -23.74  -5.67  0.50
H  7.00  -24.10  -4.20  0.47
O  2.94  -20.85  -4.61  -0.98
H  3.21  -21.47  -3.94  0.46
H  3.56  -20.97  -5.32  0.49
O  0.88  -25.36  -8.04  -0.96
H  0.21  -24.93  -7.51  0.48
H  1.57  -25.59  -7.42  0.50
O  1.43  -24.17  -3.93  -0.98
H  2.24  -23.75  -3.65  0.49
H  0.84  -23.45  -4.14  0.48
O  3.00  -20.69  -8.76  -0.96
H  3.30  -20.16  -9.50  0.47
H  2.91  -21.57  -9.13  0.51
O  3.73  -22.89  -3.03  -0.95
H  3.47  -22.58  -2.17  0.49
H  4.46  -23.49  -2.86  0.49
O  2.26  -23.43  -9.47  -0.99
H  1.69  -24.01  -8.97  0.50
H  2.75  -24.01  -10.05  0.47
O  2.69  -26.32  -5.48  -1.00
H  2.18  -25.62  -5.05  0.49
H  3.57  -26.23  -5.10  0.49
O  5.58  -26.47  -7.55  -0.96
H  5.51  -26.61  -6.60  0.48
H  4.73  -26.76  -7.89  0.47
O  4.88  -20.62  -6.80  -1.00
H  5.53  -21.31  -6.93  0.48
H  4.27  -20.72  -7.53  0.49
O  7.12  -22.17  -7.31  -0.96
H  7.38  -22.89  -7.88  0.49
H  7.63  -21.43  -7.61  0.49

Results
LUMO energy: -0.42 eV
M: 256.128 g mol⁻¹
HOMO-LUMO gap: 9.820 eV

Version 2
Computed, not measured: a structure of composition ArH24O12, with ωB97M-V/def2-TZVPD.

Each line ends with the natural charge from an NBO analysis.
Geometry (Å):
Ar  0.43  -0.10  -0.51  0.00
O  -2.72  1.37  0.13  -0.96
H  -1.85  1.71  -0.07  0.50
H  -2.84  1.54  1.06  0.46
O  0.06  -3.44  2.45  -0.95
H  -0.37  -2.62  2.23  0.48
H  -0.54  -3.88  3.05  0.46
O  -0.39  2.79  -1.05  -0.99
H  -0.59  2.75  -1.99  0.48
H  0.56  2.94  -1.02  0.50
O  -1.49  -1.15  2.02  -0.98
H  -2.39  -1.11  2.35  0.48
H  -1.30  -0.25  1.74  0.51
O  1.83  1.21  1.73  -0.96
H  1.66  1.97  1.17  0.48
H  1.06  1.16  2.30  0.48
O  2.52  -0.44  -3.33  -0.97
H  2.61  -0.90  -4.16  0.47
H  1.59  -0.49  -3.13  0.49
O  -1.05  1.36  2.42  -0.96
H  -1.34  2.27  2.43  0.49
H  -1.13  1.08  3.33  0.49
O  0.06  -1.99  -2.94  -0.97
H  -0.57  -1.69  -2.30  0.49
H  0.67  -2.54  -2.45  0.47
O  3.96  0.35  0.08  -0.94
H  3.07  0.37  0.43  0.49
H  3.90  0.84  -0.74  0.45
O  2.22  3.31  -0.87  -0.96
H  2.75  2.71  -1.39  0.49
H  2.74  4.10  -0.80  0.50
O  -2.31  -3.15  0.31  -0.98
H  -1.84  -3.95  0.56  0.49
H  -2.02  -2.49  0.93  0.48
O  -2.28  -1.17  -1.71  -0.98
H  -2.35  -1.99  -1.21  0.50
H  -2.33  -0.48  -1.05  0.48

Results
LUMO energy: -0.52 eV
M: 256.128 g mol⁻¹
HOMO-LUMO gap: 10.198 eV

version 1 is preferred energetically. Next in line: 0.0188 hartree higher.

Version 1
Computed, not measured: a structure of composition C29H41Cl5IN7O3PSc, with ωB97M-V/def2-TZVPD.

Each line ends with the Löwdin charge.
Geometry (Å):
Sc  1.56  0.50  -0.19  0.91
N  -1.77  -0.73  -3.15  0.02
C  -1.26  -2.03  -2.68  -0.26
C  -1.13  -2.14  -1.15  -0.08
C  -0.11  -1.17  -0.62  -0.55
O  1.10  -1.26  -1.10  -0.12
O  -0.39  -0.39  0.34  -0.06
H  -2.69  -0.62  -2.71  0.09
H  -1.91  -0.79  -4.15  0.06
H  -0.32  -2.22  -3.23  0.12
H  -1.95  -2.85  -2.91  0.11
H  -0.89  -3.20  -0.94  0.14
H  -2.10  -1.97  -0.70  0.10
Cl  7.09  -3.31  3.85  0.65
C  5.86  -2.36  3.10  -0.71
C  5.42  -2.74  1.81  -0.68
Cl  6.07  -4.16  1.05  0.66
C  4.38  -2.05  1.16  -0.59
Cl  3.99  -2.34  -0.49  0.75
C  3.53  -1.21  1.89  -0.45
O  2.54  -0.57  1.34  -0.28
C  3.78  -1.07  3.27  -0.59
Cl  2.50  -0.68  4.35  0.75
C  5.00  -1.50  3.79  -0.71
Cl  5.53  -0.96  5.33  0.69
C  4.39  0.74  -2.42  -0.08
N  3.48  0.46  -3.51  -0.09
C  3.85  -0.27  -4.76  -0.09
C  2.51  -0.48  -5.45  -0.12
N  1.62  0.48  -4.76  -0.07
C  0.40  0.89  -5.44  -0.05
C  2.18  0.86  -3.53  -0.31
N  1.60  1.39  -2.46  0.02
C  0.40  2.19  -2.70  -0.24
C  0.02  3.03  -1.47  -0.21
N  0.24  2.35  -0.19  0.00
C  -0.34  2.84  0.90  -0.30
N  -1.26  3.85  1.02  -0.07
C  -1.95  4.68  0.03  -0.05
C  -1.59  4.15  2.41  -0.12
C  -0.64  3.25  3.22  -0.11
N  -0.03  2.46  2.18  -0.07
C  0.58  1.17  2.60  -0.09
H  4.15  0.13  -1.55  0.01
H  4.30  1.82  -2.14  0.04
H  5.42  0.52  -2.67  0.10
H  4.32  -1.21  -4.46  0.12
H  4.56  0.32  -5.36  0.13
H  2.18  -1.52  -5.43  0.12
H  2.53  -0.18  -6.50  0.12
H  0.23  0.23  -6.28  0.09
H  0.46  1.90  -5.84  0.09
H  -0.49  0.85  -4.78  0.06
H  -0.46  1.54  -2.93  0.08
H  0.49  2.92  -3.54  0.13
H  -1.02  3.25  -1.66  0.08
H  0.58  4.01  -1.55  0.14
H  -1.30  5.43  -0.42  0.09
H  -2.75  5.26  0.52  0.10
H  -2.35  4.10  -0.79  0.07
H  -2.65  3.90  2.56  0.11
H  -1.50  5.24  2.68  0.14
H  -1.19  2.61  3.90  0.11
H  0.13  3.84  3.74  0.14
H  1.65  1.34  2.67  0.02
H  0.18  0.96  3.58  0.07
H  0.34  0.36  1.93  0.03
I  3.93  2.64  0.83  -0.12
C  -3.33  -1.72  4.80  -0.32
P  -2.48  -1.63  3.19  0.89
C  -1.76  -3.37  3.17  -0.29
C  -3.90  -1.74  2.12  -0.45
C  -4.19  -2.79  1.26  -0.12
C  -5.43  -2.87  0.59  -0.08
C  -6.29  -1.76  0.65  -0.09
C  -6.02  -0.71  1.53  -0.09
C  -4.82  -0.69  2.25  -0.11
H  -3.74  -0.72  4.99  0.02
H  -2.63  -1.92  5.64  0.05
H  -4.14  -2.45  4.84  0.05
H  -2.52  -4.16  3.37  0.05
H  -1.01  -3.43  4.00  0.04
H  -1.22  -3.58  2.23  0.02
H  -3.38  -3.55  1.04  0.11
H  -5.67  -3.82  0.10  0.11
H  -7.15  -1.68  0.02  0.09
H  -6.75  0.05  1.73  0.09
H  -4.65  0.08  3.02  0.10

Results
LUMO energy: 0.14 eV
M: 915.792 g mol⁻¹
HOMO-LUMO gap: 7.177 eV

Version 2
Computed, not measured: a structure of composition C29H41Cl5IN7O3PSc, with ωB97M-V/def2-TZVPD.

Each line ends with the Löwdin charge.
Geometry (Å):
Sc  -0.62  0.71  1.12  0.91
N  0.50  -0.37  2.76  -0.09
C  -0.01  0.01  4.11  -0.22
C  0.20  1.50  4.48  -0.08
C  -0.71  2.48  3.68  -0.58
O  -1.07  3.55  4.16  0.07
O  -1.12  2.05  2.52  -0.19
H  0.29  -1.37  2.62  0.08
H  1.50  -0.19  2.76  -0.05
H  0.47  -0.56  4.89  0.10
H  -1.09  -0.29  4.22  0.13
H  1.26  1.79  4.38  0.10
H  -0.02  1.66  5.54  0.12
Cl  -7.50  -2.11  1.37  0.68
C  -5.82  -1.75  1.40  -0.71
C  -5.30  -0.66  0.69  -0.68
Cl  -6.34  0.36  -0.24  0.70
C  -3.94  -0.37  0.74  -0.55
Cl  -3.18  0.93  -0.11  0.84
C  -3.06  -1.15  1.53  -0.45
O  -1.77  -0.89  1.55  -0.28
C  -3.55  -2.31  2.18  -0.62
Cl  -2.42  -3.32  2.97  0.73
C  -4.95  -2.52  2.18  -0.70
Cl  -5.48  -3.82  3.13  0.71
C  -1.66  -3.00  -0.96  -0.01
N  -1.45  -2.27  -2.21  -0.11
C  -1.79  -2.92  -3.44  -0.15
C  -1.66  -1.77  -4.45  -0.12
N  -0.88  -0.75  -3.72  -0.10
C  -0.57  0.50  -4.36  -0.06
C  -0.85  -1.04  -2.35  -0.32
N  -0.35  -0.38  -1.34  0.03
C  0.94  0.36  -1.47  -0.29
C  0.70  1.87  -1.59  -0.31
N  -0.33  2.44  -0.68  0.02
C  -0.58  3.70  -0.96  -0.31
N  -1.54  4.43  -0.30  -0.10
C  -2.43  3.97  0.76  -0.05
C  -1.67  5.78  -0.77  -0.14
C  -0.66  5.86  -1.89  -0.13
N  -0.06  4.54  -1.92  -0.08
C  0.91  4.30  -2.97  -0.05
H  -1.55  -2.28  -0.15  0.06
H  -0.98  -3.87  -0.87  0.09
H  -2.66  -3.44  -1.03  0.09
H  -2.83  -3.30  -3.42  0.12
H  -1.14  -3.80  -3.63  0.13
H  -2.72  -1.41  -4.68  0.14
H  -1.13  -2.03  -5.38  0.12
H  -0.51  0.28  -5.46  0.10
H  0.39  0.93  -4.03  0.07
H  -1.35  1.28  -4.22  0.10
H  1.52  -0.01  -2.35  0.13
H  1.54  0.17  -0.60  -0.06
H  0.31  2.06  -2.62  0.05
H  1.67  2.34  -1.42  0.06
H  -2.05  3.15  1.37  0.02
H  -3.38  3.62  0.33  0.06
H  -2.55  4.81  1.45  0.10
H  -1.58  6.51  0.05  0.12
H  -2.76  5.95  -1.13  0.15
H  0.10  6.65  -1.79  0.13
H  -1.17  6.03  -2.87  0.13
H  0.91  5.24  -3.53  0.09
H  0.57  3.48  -3.64  0.08
H  1.93  4.09  -2.64  0.10
I  2.75  1.64  1.34  0.08
C  1.95  -4.11  1.25  -0.31
P  2.66  -2.77  0.17  0.88
C  3.39  -3.87  -1.11  -0.30
C  4.12  -2.34  1.11  -0.42
C  4.31  -2.66  2.47  -0.10
C  5.52  -2.33  3.05  -0.09
C  6.51  -1.61  2.36  -0.08
C  6.31  -1.28  1.02  -0.09
C  5.12  -1.59  0.37  -0.11
H  1.57  -3.65  2.19  0.03
H  2.70  -4.88  1.49  0.04
H  1.06  -4.56  0.75  0.03
H  3.84  -4.79  -0.62  0.05
H  4.21  -3.42  -1.65  0.02
H  2.59  -4.20  -1.81  0.04
H  3.53  -3.15  3.04  0.09
H  5.72  -2.58  4.08  0.10
H  7.36  -1.28  2.93  0.09
H  7.05  -0.77  0.46  0.09
H  4.83  -1.23  -0.63  0.10

Results
LUMO energy: 0.20 eV
M: 915.792 g mol⁻¹
HOMO-LUMO gap: 7.714 eV

version 2 is preferred energetically. Next in line: 0.0233 hartree higher.

Version 1
Computed, not measured: a structure of composition C9H14N2O2PS, with ωB97M-V/def2-TZVPD.

Each line ends with the natural charge from an NBO analysis.
Geometry (Å):
C  -1.50  1.30  1.53  -0.16
C  -2.97  -0.49  0.83  0.07
C  -0.86  1.16  0.30  -0.11
C  -2.62  0.47  1.78  -0.01
C  -1.41  0.25  -0.72  0.48
C  0.22  1.95  -0.31  -0.09
C  -3.43  0.58  2.95  -0.67
C  3.10  -2.19  -1.87  -0.45
C  2.68  -1.19  0.30  -0.48
N  -2.35  -0.59  -0.29  -0.41
N  2.62  -0.99  -1.15  -0.69
O  -0.83  0.12  -1.85  -0.60
O  1.37  1.12  -0.63  -0.80
P  1.35  -0.01  -1.73  1.78
S  1.81  0.92  -3.57  -0.14
H  -1.24  2.09  2.19  0.23
H  -3.96  -1.01  0.93  0.21
H  -0.10  2.39  -1.20  0.22
H  0.66  2.60  0.52  0.23
H  -3.10  1.19  3.85  0.24
H  -4.40  1.15  2.80  0.26
H  -3.78  -0.40  3.36  0.25
H  2.72  -3.24  -1.54  0.23
H  2.64  -2.16  -2.91  0.23
H  4.20  -2.37  -1.75  0.25
H  3.71  -1.53  0.63  0.25
H  2.82  -0.21  0.81  0.26
H  2.10  -2.07  0.62  0.24
H  0.55  1.15  -3.87  0.19

Results
LUMO energy (alpha / beta): -6.04 / -6.25 eV
M: 245.264 g mol⁻¹
HOMO-LUMO gap (alpha / beta): 5.816 / 5.393 eV
Net charge: +1

Version 2
Computed, not measured: the ion C9H14N2O2PS with charge +1, with ωB97M-V/def2-TZVPD.

Each line ends with the natural charge from an NBO analysis.
Geometry (Å):
C  -2.58  0.05  0.61  -0.20
C  -3.65  1.44  -0.99  0.09
C  -1.54  0.94  0.67  -0.04
C  -3.62  0.26  -0.28  0.06
C  -1.66  2.21  -0.15  0.54
C  -0.25  0.64  1.40  -0.13
C  -4.74  -0.79  -0.30  -0.64
C  3.37  -0.63  -1.68  -0.44
C  3.50  -0.48  0.75  -0.42
N  -2.74  2.37  -0.81  -0.41
N  3.15  0.09  -0.48  -0.74
O  -0.65  2.94  -0.18  -0.52
O  0.92  0.20  0.78  -0.75
P  1.76  1.02  -0.42  1.54
S  2.42  2.70  0.76  -0.06
H  -2.56  -0.92  1.16  0.23
H  -4.43  1.64  -1.69  0.21
H  -0.10  1.66  1.80  0.22
H  -0.33  -0.14  2.21  0.23
H  -5.74  -0.46  -0.40  0.25
H  -4.49  -1.61  -1.07  0.25
H  -4.65  -1.25  0.67  0.23
H  4.19  -0.26  -2.30  0.23
H  3.52  -1.68  -1.38  0.22
H  2.41  -0.79  -2.36  0.22
H  3.27  0.11  1.67  0.23
H  2.91  -1.37  0.73  0.20
H  4.53  -0.73  0.70  0.23
H  2.97  3.33  -0.31  0.18

Results
LUMO energy (alpha / beta): -5.65 / -7.76 eV
M: 245.264 g mol⁻¹
HOMO-LUMO gap (alpha / beta): 7.138 / 4.482 eV
Net charge: +1

version 1 is preferred energetically. Next in line: 0.0409 hartree higher.

Version 1
Computed, not measured: an isolated molecule of CH6P2S, with ωB97M-V/def2-TZVPD.

Each line ends with the natural charge from an NBO analysis.
Geometry (Å):
C  1.25  -0.65  -0.01  -0.76
P  -1.64  -0.79  -0.60  0.11
P  -0.07  1.31  1.92  -0.21
S  0.06  0.71  -0.05  0.22
H  2.36  -0.30  0.05  0.24
H  1.04  -1.26  0.80  0.22
H  1.16  -1.23  -0.90  0.22
H  -1.75  -0.94  -2.00  -0.02
H  -0.08  2.67  1.31  -0.02
H  -2.32  0.48  -0.51  0.00

Results
SMILES: [H]/P=S(/C)#[PH2]
LUMO energy: -0.33 eV
M: 112.074 g mol⁻¹
HOMO-LUMO gap: 7.164 eV

Version 2
Computed, not measured: an isolated molecule of CH6P2S, with ωB97M-V/def2-TZVPD.

Each line ends with the natural charge from an NBO analysis.
Geometry (Å):
C  0.38  0.27  0.60  -1.08
P  1.58  -0.99  -0.17  0.25
P  -1.05  0.62  -0.27  0.86
S  -2.25  -1.02  0.16  -0.27
H  0.98  1.11  0.59  0.20
H  -1.16  -1.81  -0.06  0.17
H  2.25  -0.85  1.07  -0.01
H  2.30  -0.12  -0.86  -0.05
H  -1.47  1.65  0.51  -0.02
H  -1.55  1.14  -1.58  -0.05

Results
SMILES: PC=[PH2]S
LUMO energy: 0.64 eV
M: 112.074 g mol⁻¹
HOMO-LUMO gap: 8.960 eV

version 1 is preferred energetically. Next in line: 0.0263 hartree higher.